Model i:
Molecular formula: C19H23NO2
Method: DFT, wB97M-V/def2-TZVPD

## Properties
SMILES string: C=CCNC(CCC)=C1C(=O)CC(c2ccccc2)CC1=O
E_LUMO: 0.62 eV

ORCA input file:
```
! RIJCOSX wB97M-V def2-TZVPD def2/J DEFGRID3
* xyz 0 1
C 3.577 -1.502 4.028
C 2.678 -0.591 3.709
C 2.729 0.247 2.460
N 1.446 0.280 1.799
C 0.903 -0.643 1.020
C 1.794 -1.764 0.575
C 2.727 -1.344 -0.575
C 1.962 -0.929 -1.824
C -0.462 -0.525 0.657
C -1.239 0.569 1.197
O -0.770 1.475 1.898
C -2.729 0.609 0.946
C -3.090 0.109 -0.451
C -2.531 1.044 -1.499
C -3.114 2.299 -1.644
C -2.626 3.209 -2.562
C -1.543 2.877 -3.358
C -0.964 1.628 -3.232
C -1.455 0.718 -2.311
C -2.587 -1.321 -0.533
C -1.114 -1.512 -0.199
O -0.574 -2.509 -0.656
H 3.509 -2.074 4.937
H 4.429 -1.706 3.400
H 1.828 -0.399 4.349
H 2.965 1.281 2.736
H 3.517 -0.116 1.798
H 0.777 1.015 2.089
H 2.394 -2.091 1.427
H 1.189 -2.599 0.233
H 3.366 -2.198 -0.809
H 3.373 -0.519 -0.268
H 2.651 -0.745 -2.645
H 1.395 -0.019 -1.640
H 1.272 -1.715 -2.118
H -3.208 -0.027 1.698
H -3.063 1.634 1.115
H -4.182 0.109 -0.552
H -3.964 2.564 -1.030
H -3.092 4.180 -2.657
H -1.158 3.587 -4.076
H -0.123 1.355 -3.854
H -0.989 -0.252 -2.239
H -3.145 -1.934 0.183
H -2.757 -1.756 -1.521
*
```

Charges obtained by Löwdin population analysis, quoted in units of e:
1. C 0.0080
2. C -0.1625
3. C -0.1734
4. N 0.0894
5. C -0.1491
6. C -0.1126
7. C -0.2205
8. C -0.0955
9. C -0.0312
10. C -0.3255
11. O 0.0335
12. C -0.0682
13. C -0.2667
14. C -0.1815
15. C -0.0382
16. C -0.0824
17. C -0.0931
18. C -0.0741
19. C -0.0255
20. C -0.0759
21. C -0.3754
22. O 0.0294
23. H 0.0543
24. H 0.0618
25. H 0.1060
26. H 0.1325
27. H 0.1064
28. H 0.1019
29. H 0.1083
30. H 0.1051
31. H 0.1118
32. H 0.0954
33. H 0.0741
34. H 0.0674
35. H 0.0711
36. H 0.1364
37. H 0.1233
38. H 0.1488
39. H 0.1153
40. H 0.1016
41. H 0.0997
42. H 0.1034
43. H 0.0979
44. H 0.1359
45. H 0.1322

Model ii:
Molecular formula: C19H23NO2
Method: DFT, wB97M-V/def2-TZVPD

## Properties
SMILES string: CCOc1cc(CNc2ccc3c(c2)CCC3)ccc1OC
E_LUMO: 0.85 eV

ORCA input file:
```
! RIJCOSX wB97M-V def2-TZVPD def2/J DEFGRID3
* xyz 0 1
C 2.971 -1.227 3.424
C 2.299 -2.598 3.399
O 2.560 -3.315 2.212
C 1.912 -2.982 1.064
C 0.908 -2.039 0.943
C 0.290 -1.794 -0.282
C -0.761 -0.725 -0.379
N -0.118 0.578 -0.393
C -0.819 1.733 -0.673
C -0.115 2.878 -1.060
C -0.761 4.079 -1.290
C -2.132 4.147 -1.133
C -2.842 3.014 -0.750
C -2.208 1.812 -0.521
C -4.308 3.321 -0.661
C -4.345 4.857 -0.626
C -3.059 5.309 -1.337
C 0.698 -2.501 -1.395
C 1.703 -3.454 -1.295
C 2.317 -3.706 -0.082
O 3.309 -4.618 0.123
C 3.749 -5.381 -0.971
H 4.042 -1.342 3.275
H 2.796 -0.751 4.384
H 2.581 -0.587 2.636
H 1.219 -2.506 3.570
H 2.718 -3.227 4.189
H 0.577 -1.471 1.799
H -1.370 -0.879 -1.283
H -1.424 -0.774 0.492
H 0.819 0.560 -0.770
H 0.958 2.814 -1.178
H -0.195 4.949 -1.590
H -2.780 0.946 -0.224
H -4.781 2.873 0.213
H -4.818 2.940 -1.551
H -5.242 5.262 -1.093
H -4.320 5.194 0.412
H -2.664 6.241 -0.929
H -3.237 5.461 -2.406
H 0.235 -2.319 -2.354
H 1.998 -3.995 -2.181
H 4.525 -6.036 -0.578
H 2.940 -5.990 -1.390
H 4.173 -4.751 -1.760
*
```

Charges obtained by Löwdin population analysis, quoted in units of e:
1. C -0.0607
2. C -0.2423
3. O -0.0311
4. C -0.1834
5. C 0.0289
6. C -0.2311
7. C -0.1735
8. N 0.0200
9. C -0.2686
10. C -0.0352
11. C -0.0333
12. C -0.2075
13. C -0.1924
14. C 0.0245
15. C -0.1329
16. C -0.1779
17. C -0.1395
18. C -0.0453
19. C -0.0149
20. C -0.1995
21. O -0.0654
22. C -0.0866
23. H 0.0797
24. H 0.0768
25. H 0.0665
26. H 0.1170
27. H 0.1241
28. H 0.1153
29. H 0.1249
30. H 0.1207
31. H 0.1301
32. H 0.1042
33. H 0.1106
34. H 0.1060
35. H 0.1128
36. H 0.1187
37. H 0.1026
38. H 0.1100
39. H 0.1110
40. H 0.1153
41. H 0.1116
42. H 0.1031
43. H 0.0939
44. H 0.0965
45. H 0.0961

Which structure above is the least stable one? model ii is the least stable one.